[1]
The following is a quantum chemistry calculation of a structure of composition C5H10O2 at a distorted geometry, from the OMol25 dataset.

XYZ file:
```
17
Properties=species:S:1:pos:R:3:mulliken_charge:R:1
C -0.996 1.954 -0.690 -0.750
O -0.387 0.710 -0.963 -0.356
C 0.558 0.424 0.028 0.125
C -0.024 0.133 1.421 -0.778
O 0.869 -0.951 1.627 -0.481
C 1.059 -1.018 0.127 0.163
C 0.179 -2.002 -0.634 -1.167
H -1.482 1.965 0.299 0.301
H -0.251 2.764 -0.714 0.297
H -1.753 2.131 -1.456 0.254
H 1.378 1.158 0.016 0.407
H -1.040 -0.250 1.250 0.343
H -0.035 0.913 2.191 0.364
H 2.122 -1.205 0.001 0.371
H 0.601 -3.009 -0.656 0.348
H -0.813 -2.041 -0.176 0.283
H 0.015 -1.677 -1.672 0.277
```

Properties
HOMO level   -9.554 eV
Gap between HOMO and LUMO   0.3881 Ha
Net charge   0
Lowest unoccupied orbital energy   0.03699 Ha
E_tot   -9440.310 eV
ΔE to the lowest compared entry with this formula, charge and spin   263.7 kJ/mol

[2]
The following is a quantum chemistry calculation of a cluster of 2 separate species, C4H3IO in total at a distorted geometry, from the OMol25 dataset.

XYZ file:
```
9
Properties=species:S:1:pos:R:3:mulliken_charge:R:1
C 0.367 0.419 -0.142 0.286
C -0.803 0.192 -0.142 -0.417
C 2.927 0.554 0.017 0.311
C -2.185 -0.250 0.031 -1.002
O 3.444 1.584 -0.187 -0.245
I 3.761 -1.245 0.528 0.283
H -2.107 -1.344 -0.002 0.248
H -2.508 0.006 -0.960 0.263
H -2.896 0.086 0.857 0.273
```

Properties
HOMO level (alpha / beta)   -8.996 / -9.012 eV
Gap between HOMO and LUMO (alpha / beta)   0.2485 / 0.2491 Ha
Net charge   0
Lowest unoccupied orbital energy (alpha / beta)   -0.08213 / -0.08204 Ha
E_tot   -14338.210 eV
ΔE to the lowest compared entry with this formula, charge and spin   360.6 kJ/mol

[3]
The following is a quantum chemistry calculation of a cluster of 2 separate species, C6H16BClINO8PS3 in total at a distorted geometry, from the OMol25 dataset.

XYZ file:
```
38
Properties=species:S:1:pos:R:3:mulliken_charge:R:1
N 3.800 2.791 0.518 -0.350
B 3.458 1.821 1.475 0.621
O 3.061 2.086 2.747 -0.600
S 3.605 -0.039 1.050 -0.077
C 1.899 -0.707 1.122 -0.835
C 0.844 0.175 0.467 -0.018
C -0.110 0.851 1.483 -1.467
C -0.371 2.315 1.121 -0.568
S -1.208 2.523 -0.441 1.012
O -0.252 2.519 -1.482 -0.493
O -2.003 3.672 -0.391 -0.544
Cl -2.379 0.889 -0.652 -0.118
P 4.428 -0.312 -1.001 0.245
O 5.618 0.775 -0.950 -0.401
I 2.877 0.711 -2.548 0.130
H 3.966 3.686 0.968 0.267
H 3.071 2.903 -0.183 0.225
H 2.166 1.725 2.881 0.336
H 1.689 -0.774 2.179 0.514
H 1.945 -1.719 0.749 0.491
H 1.264 0.939 -0.166 -0.018
H 0.234 -0.466 -0.150 0.448
H 0.255 0.793 2.502 0.610
H -1.055 0.334 1.458 0.579
H 0.589 2.788 0.972 0.125
H -0.878 2.862 1.901 0.488
H 6.170 0.574 -0.167 0.365
C -4.352 -2.127 -1.852 -0.141
C -4.004 -3.469 -2.457 -0.344
O -3.028 -4.018 -1.556 -0.320
S -3.344 -3.543 -0.062 1.082
O -4.077 -4.551 0.601 -0.550
O -2.160 -2.982 0.486 -0.470
O -4.359 -2.358 -0.437 -0.279
H -3.584 -1.384 -2.074 0.122
H -5.320 -1.761 -2.178 0.332
H -3.585 -3.386 -3.455 0.316
H -4.869 -4.134 -2.478 0.284
```

Properties
HOMO level   -13.038 eV
Gap between HOMO and LUMO   0.3367 Ha
Net charge   +1
Lowest unoccupied orbital energy   -0.14246 Ha
E_tot   -87440.320 eV

[4]
The following is a quantum chemistry calculation of a cluster of 2 separate species, C2H6O2 in total at a distorted geometry, from the OMol25 dataset.

XYZ file:
```
10
Properties=species:S:1:pos:R:3:mulliken_charge:R:1
O -0.383 1.213 0.553 -0.479
C -0.415 0.074 0.915 0.189
O -1.474 -0.747 0.864 -0.418
H 0.428 -0.463 1.353 0.372
H -2.288 -0.236 0.756 0.328
C 1.941 -0.374 -1.870 -0.941
H 1.312 -0.592 -2.719 0.237
H 2.980 -0.544 -2.160 0.295
H 1.780 -1.043 -1.032 0.178
H 1.877 0.653 -1.522 0.238
```

Properties
HOMO level   -11.043 eV
Gap between HOMO and LUMO   0.4357 Ha
Net charge   0
Lowest unoccupied orbital energy   0.02987 Ha
E_tot   -6266.202 eV
ΔE to the lowest compared entry with this formula, charge and spin   5.1 kJ/mol

[5]
The following is a quantum chemistry calculation of a structure of composition C24H23LaN7O2S at a distorted geometry, from the OMol25 dataset.

XYZ file:
```
58
Properties=species:S:1:pos:R:3:mulliken_charge:R:1
La 0.059 1.483 0.105 1.171
C 0.004 1.746 4.622 -1.490
C -1.214 1.173 3.893 0.787
C -1.068 -0.357 3.794 -1.260
C -1.534 1.827 2.576 0.469
C -2.339 1.236 1.605 -0.223
C -2.706 1.943 0.424 -1.245
C -2.465 3.323 0.273 1.415
C -3.081 4.154 -0.813 -1.468
C -1.515 3.861 1.187 -1.377
C -1.080 3.143 2.309 -0.146
H 0.244 1.066 5.456 0.400
H -0.207 2.785 5.065 0.345
H 0.905 1.840 3.988 0.312
H -2.084 1.407 4.542 0.230
H -0.345 -0.629 2.992 0.254
H -2.028 -0.834 3.555 0.365
H -0.647 -0.739 4.755 0.405
H -2.779 0.246 1.748 0.250
H -3.256 1.422 -0.343 0.324
H -3.875 4.824 -0.427 0.360
H -3.515 3.492 -1.580 0.398
H -2.333 4.818 -1.261 0.373
H -1.097 4.822 0.949 0.409
H -0.376 3.628 2.985 0.346
N 2.515 -6.126 -3.550 -0.558
C 1.965 -5.088 -2.815 1.055
C 0.747 -4.518 -3.238 -0.914
C 0.184 -3.545 -2.461 -0.564
C 0.871 -2.987 -1.377 -0.037
C 2.111 -3.530 -0.961 -0.612
C 2.624 -4.568 -1.701 -0.679
S 0.250 -1.372 -0.790 1.554
O 0.883 -0.928 0.474 -0.633
O -1.201 -1.303 -0.637 -0.669
N 0.807 -0.211 -1.773 -0.428
C -0.021 0.399 -2.693 0.390
N -0.266 -0.103 -3.925 -0.456
C -1.064 0.692 -4.674 -0.090
C -1.414 2.032 -4.339 -0.767
C -1.032 2.481 -3.118 0.010
N -0.455 1.634 -2.263 -0.082
H 1.846 -6.593 -4.182 0.245
H 3.108 -6.777 -3.032 0.255
H 0.278 -4.878 -4.124 0.309
H -0.720 -3.026 -2.747 0.404
H 2.625 -3.146 -0.075 0.432
H 3.595 -4.967 -1.465 0.363
H -1.450 0.261 -5.603 0.427
H -1.903 2.649 -5.082 0.393
H -1.136 3.506 -2.770 0.529
N 2.126 1.569 1.149 -0.274
C 2.831 0.810 1.709 0.522
C 3.687 -0.010 2.406 0.087
C 4.533 -0.930 1.737 0.183
N 5.119 -1.736 1.139 -0.513
C 3.331 -0.462 3.682 0.205
N 2.963 -0.909 4.704 -0.490
```

Properties
HOMO level   -10.622 eV
Gap between HOMO and LUMO   0.2364 Ha
Net charge   +1
Lowest unoccupied orbital energy   -0.15396 Ha
E_tot   -51476.011 eV
ΔE to the lowest compared entry with this formula, charge and spin   27.6 kJ/mol

[6]
The following is a quantum chemistry calculation of the molecule C7H10O at a distorted geometry, from the OMol25 dataset.

XYZ file:
```
18
Properties=species:S:1:pos:R:3:mulliken_charge:R:1
C -1.909 0.816 1.631 -1.382
C -0.753 0.031 1.024 0.505
C -0.017 -0.836 1.695 -0.307
O 1.134 -1.486 1.225 -0.372
C 1.430 -1.185 -0.099 -0.336
C 0.788 -0.301 -0.897 0.540
C 1.295 0.047 -2.295 -1.341
C -0.413 0.475 -0.404 -0.391
H -2.040 0.448 2.634 0.367
H -2.849 0.711 1.092 0.313
H -1.674 1.881 1.614 0.283
H -0.224 -1.093 2.730 0.298
H 2.361 -1.695 -0.427 0.254
H 2.155 -0.584 -2.525 0.348
H 0.547 -0.193 -3.067 0.297
H 1.558 1.115 -2.363 0.286
H -1.268 0.322 -1.104 0.315
H -0.122 1.528 -0.465 0.323
```

Properties
HOMO level   -8.147 eV
Gap between HOMO and LUMO   0.3337 Ha
Net charge   0
Lowest unoccupied orbital energy   0.03426 Ha
E_tot   -9467.486 eV
ΔE to the lowest compared entry with this formula, charge and spin   103.7 kJ/mol

net charge of number 1 (C5H10O2)?
0

The lowest E_tot belongs to which entry?
C6H16BClINO8PS3

Look up the E_tot of the fourth one.
-6266.202 eV